C33H63Br12N4O4 | wB97M-V/def2-TZVPD

Kohn-Sham gap (alpha / beta) (eV): 8.378 / 9.104
E_HOMO (alpha / beta) (eV): -8.85 / -9.58
⟨S²⟩: 3.7653
2S+1: 4
Calculated total energy (a.u.): -32702.9280

Each line ends with the Mulliken charge.
CARTESIAN COORDINATES (ANGSTROEM)
C -12.101 5.725 -2.780  -0.317
Br -13.484 4.945 -1.573  -0.021
Br -10.446 4.649 -2.700  -0.001
Br -11.897 7.603 -2.274  -0.008
H -12.488 5.767 -3.798  0.347
C 5.843 2.090 -0.543  -0.311
Br 4.092 2.663 -1.209  0.007
Br 7.386 2.741 -1.597  -0.022
Br 5.974 0.109 -0.407  -0.015
H 6.044 2.510 0.442  0.341
C -5.049 -4.252 6.904  -0.302
Br -6.728 -4.582 5.939  0.004
Br -3.999 -6.016 6.837  -0.033
Br -5.212 -3.516 8.773  -0.027
H -4.546 -3.432 6.391  0.359
C -7.605 -12.293 2.924  -0.314
Br -9.150 -13.163 1.995  -0.020
Br -8.127 -11.480 4.680  -0.018
Br -6.725 -10.966 1.835  0.008
H -6.837 -13.035 3.143  0.344
C 5.929 -1.071 -8.142  -1.794
C 5.562 -0.233 -9.355  1.415
C 5.255 1.196 -8.719  -1.086
C 5.197 2.344 -9.692  -0.854
C 6.338 2.370 -10.671  -1.256
C 6.603 0.998 -11.396  1.399
N 6.632 -0.096 -10.405  0.368
O 7.065 -1.391 -10.852  -0.506
C 5.530 0.974 -12.476  -1.659
C 7.876 1.099 -12.164  -1.678
C 4.288 -0.998 -9.860  -1.558
H 6.974 -0.801 -7.992  0.482
H 5.791 -2.151 -8.197  0.320
H 5.468 -0.706 -7.224  0.397
H 4.298 1.142 -8.200  0.436
H 5.990 1.504 -7.976  0.448
H 5.052 3.268 -9.133  0.417
H 4.263 2.296 -10.252  0.348
H 7.226 2.689 -10.125  0.447
H 6.307 3.230 -11.340  0.479
H 4.601 0.915 -11.909  0.347
H 5.609 1.848 -13.122  0.393
H 5.703 0.079 -13.073  0.374
H 8.229 0.303 -12.820  0.333
H 7.848 1.997 -12.781  0.397
H 8.668 1.355 -11.460  0.455
H 4.441 -2.045 -10.121  0.389
H 3.726 -0.509 -10.656  0.318
H 3.525 -1.088 -9.086  0.429
C 3.620 0.911 10.289  -1.698
C 3.690 2.281 9.746  1.609
C 4.500 2.078 8.433  -1.237
C 3.693 1.544 7.296  -0.662
C 2.449 2.340 7.118  -1.286
C 1.527 2.436 8.315  1.530
N 2.351 2.857 9.515  0.408
O 1.576 3.111 10.711  -0.500
C 0.438 3.395 7.880  -1.766
C 0.897 1.072 8.485  -1.633
C 4.499 3.226 10.575  -1.784
H 3.281 0.028 9.746  0.289
H 3.147 0.840 11.268  0.375
H 4.659 0.661 10.503  0.448
H 4.754 3.095 8.132  0.380
H 5.395 1.490 8.635  0.518
H 3.409 0.530 7.575  0.285
H 4.301 1.477 6.393  0.385
H 1.831 1.757 6.436  0.443
H 2.595 3.315 6.654  0.391
H -0.071 3.097 6.964  0.376
H -0.333 3.351 8.650  0.403
H 0.709 4.436 7.702  0.426
H 0.146 0.921 7.709  0.422
H 1.583 0.226 8.457  0.324
H 0.341 0.876 9.402  0.360
H 5.540 2.905 10.616  0.378
H 4.189 3.230 11.621  0.405
H 4.502 4.280 10.295  0.411
C -2.801 0.365 -0.308  -1.703
C -3.040 -1.024 -0.951  1.474
C -2.613 -0.776 -2.439  -1.134
C -2.461 -2.004 -3.244  -0.631
C -1.471 -2.895 -2.495  -1.454
C -1.834 -3.332 -1.016  1.477
N -2.093 -2.072 -0.334  0.373
O -2.260 -2.225 1.070  -0.504
C -2.956 -4.406 -1.049  -1.547
C -0.538 -4.088 -0.508  -1.616
C -4.532 -1.288 -0.908  -1.729
H -3.346 1.153 -0.827  0.372
H -1.723 0.529 -0.284  0.451
H -3.263 0.367 0.679  0.392
H -3.391 -0.244 -2.987  0.375
H -1.642 -0.281 -2.449  0.399
H -2.070 -1.917 -4.258  0.361
H -3.462 -2.434 -3.277  0.290
H -0.549 -2.314 -2.487  0.445
H -1.160 -3.791 -3.033  0.529
H -3.123 -4.721 -0.019  0.461
H -3.924 -4.051 -1.404  0.281
H -2.602 -5.247 -1.644  0.355
H -0.003 -4.527 -1.350  0.376
H 0.119 -3.386 0.004  0.400
H -0.665 -4.934 0.168  0.353
H -4.826 -2.039 -1.641  0.331
H -5.159 -0.445 -1.199  0.420
H -4.779 -1.707 0.067  0.402
O -8.198 1.654 4.972  -0.591
C -8.717 2.609 5.437  0.612
N -8.432 2.860 6.707  -0.386
C -9.787 3.415 4.623  -0.854
H -8.865 3.705 7.053  0.191
H -7.734 2.402 7.276  0.215
H -10.389 4.078 5.244  0.303
H -10.471 2.711 4.149  0.252
H -9.393 3.947 3.756  0.258



C33H64BFN3O11S3 | wB97M-V/def2-TZVPD

Kohn-Sham gap (eV): 9.444
Charge: +1
E_HOMO (eV): -11.56
Calculated total energy (a.u.): -3606.8654

Each line ends with the Mulliken charge.
CARTESIAN COORDINATES (ANGSTROEM)
C -6.899 3.059 -7.599  -1.285
C -5.546 3.621 -7.161  -0.402
C -4.489 2.538 -6.875  -0.790
C -3.958 2.563 -5.442  -0.199
C -2.692 1.702 -5.269  -1.011
C -2.664 0.967 -3.914  -0.219
C -1.882 1.727 -2.844  -1.049
C -1.791 0.953 -1.516  -0.611
C -0.341 0.797 -1.099  -0.827
N -0.136 0.214 0.247  0.870
C -1.084 0.515 1.338  -2.094
C -0.891 1.891 1.931  1.348
C -0.160 2.021 3.102  -0.388
C 0.027 3.254 3.690  -1.133
C -0.521 4.398 3.133  0.930
C -0.351 5.741 3.786  -1.422
C -1.248 4.266 1.956  -1.096
C -1.435 3.037 1.367  -0.145
C 0.885 -0.543 0.468  -0.335
N 1.230 -1.084 1.691  -0.147
C 2.705 -1.361 1.618  -1.751
C 3.088 -0.903 0.192  2.016
C 4.283 -1.566 -0.522  -2.035
C 4.880 -2.792 0.159  -0.414
C 5.726 -2.484 1.413  -0.002
C 7.028 -3.296 1.491  -0.695
C 6.862 -4.774 1.135  -0.819
O 6.992 -5.076 -0.238  -0.408
C 8.286 -4.846 -0.761  -0.766
S 3.533 0.847 0.444  0.928
O 4.806 0.937 1.069  -0.620
O 2.409 1.538 0.994  -0.348
F 3.686 1.300 -1.041  -0.265
N 1.802 -0.949 -0.525  0.127
B 1.314 -2.229 -1.109  0.468
O -0.031 -2.255 -1.428  -0.612
O 2.160 -3.250 -1.372  -0.595
C 1.859 -4.568 -0.908  -0.695
H -7.513 3.829 -8.068  0.364
H -6.769 2.263 -8.334  0.382
H -7.455 2.646 -6.755  0.253
H -5.186 4.289 -7.944  0.368
H -5.702 4.241 -6.275  0.236
H -4.911 1.555 -7.103  0.463
H -3.650 2.673 -7.562  0.331
H -3.734 3.604 -5.200  0.377
H -4.727 2.202 -4.764  0.016
H -1.815 2.348 -5.326  0.344
H -2.660 0.961 -6.068  0.379
H -2.265 -0.045 -4.028  0.345
H -3.692 0.868 -3.558  0.231
H -0.890 1.972 -3.230  0.504
H -2.409 2.666 -2.662  0.212
H -2.220 -0.043 -1.664  0.220
H -2.404 1.439 -0.763  0.473
H 0.180 1.759 -1.120  0.252
H 0.144 0.162 -1.830  0.622
H -2.091 0.391 0.950  0.783
H -0.971 -0.226 2.125  0.694
H 0.259 1.135 3.566  0.360
H 0.591 3.329 4.611  0.317
H -1.333 6.133 4.061  0.346
H 0.121 6.458 3.118  0.338
H 0.215 5.655 4.712  0.351
H -1.693 5.146 1.509  0.449
H -2.029 2.991 0.464  0.447
H 1.094 -0.361 2.392  0.252
H 2.888 -2.410 1.829  0.455
H 3.252 -0.777 2.355  0.348
H 5.075 -0.837 -0.686  0.695
H 3.931 -1.861 -1.507  0.552
H 4.105 -3.516 0.405  0.255
H 5.508 -3.289 -0.582  0.675
H 5.136 -2.733 2.300  -0.056
H 5.961 -1.420 1.457  0.333
H 7.391 -3.254 2.522  0.308
H 7.800 -2.814 0.890  0.455
H 7.562 -5.381 1.720  0.413
H 5.859 -5.095 1.423  0.363
H 8.368 -3.843 -1.192  0.265
H 9.052 -4.943 0.012  0.368
H 8.463 -5.569 -1.554  0.266
H -0.570 -2.847 -0.894  0.316
H 2.431 -5.272 -1.504  0.277
H 0.801 -4.809 -1.019  0.274
H 2.150 -4.682 0.137  0.259
O 3.469 -3.094 4.648  -0.570
S 4.407 -3.186 5.735  1.171
O 4.996 -4.448 6.046  -0.630
O 3.762 -2.554 7.031  -0.267
C 2.479 -3.069 7.478  -0.313
C 2.587 -4.421 8.149  -1.006
C 5.677 -1.989 5.512  -0.749
H 1.792 -3.089 6.631  0.290
H 2.122 -2.317 8.178  0.285
H 2.891 -5.195 7.447  0.306
H 1.618 -4.695 8.565  0.391
H 3.322 -4.392 8.953  0.274
H 5.226 -1.026 5.293  0.307
H 6.285 -2.328 4.675  0.134
H 6.276 -1.946 6.418  0.404
O -6.010 2.544 -2.731  -0.505
S -7.024 3.275 -2.026  1.112
O -6.717 3.813 -0.737  -0.636
O -8.330 2.385 -1.945  -0.318
C -8.210 1.046 -1.408  -0.253
C -8.061 1.026 0.099  -0.987
C -7.676 4.541 -3.055  -0.950
H -7.382 0.538 -1.905  0.249
H -9.130 0.553 -1.710  0.292
H -7.117 1.468 0.414  0.271
H -8.096 -0.005 0.452  0.395
H -8.866 1.589 0.571  0.279
H -7.920 4.117 -4.025  0.241
H -6.900 5.298 -3.150  0.380
H -8.556 4.960 -2.574  0.364